# 1
{
  "formula": "C10H17Cl2MoNO4",
  "method": "the ωB97M-V functional and the def2-TZVPD basis",
  "charge": -2,
  "homo_lumo_gap_ev": [5.543, 5.553],
  "homo_energy_ev": [-0.21, -0.23],
  "e_tot_ha": -1735.57772,
  "spin_multiplicity": 3,
  "species": ["C", "C", "C", "C", "C", "C", "C", "C", "C", "C", "Mo", "Cl", "Cl", "O", "H", "H", "H", "H", "H", "H", "H", "H", "H", "H", "H", "H", "H", "H", "H", "H", "O", "H", "O", "N", "O"],
  "xyz": [[-0.473949, 1.162221, -1.275133], [-1.391300, 0.191917, -0.748983], [-0.650683, -0.979612, -0.412907], [-2.867542, 0.351971, -0.704209], [0.737034, -0.744273, -0.652896], [0.858311, 0.587784, -1.166718], [2.115154, 1.341917, -1.328030], [-0.820320, 2.470698, -1.895296], [-1.214225, -2.297712, -0.039303], [1.831590, -1.725772, -0.476308], [0.081068, 0.910318, 0.962450], [-1.696994, -0.396230, 2.599269], [-1.295267, 2.855946, 1.456170], [1.390850, -0.069584, 1.981194], [-3.142771, 1.346424, -0.337623], [-3.313260, -0.381249, -0.031550], [-3.308417, 0.224355, -1.700722], [-2.247861, -2.204463, 0.321906], [-0.626737, -2.762201, 0.771995], [-1.207741, -2.994388, -0.899175], [1.650707, -2.356742, 0.397440], [2.786065, -1.215335, -0.343722], [1.906544, -2.378085, -1.352581], [2.996120, 0.700961, -1.328173], [2.183716, 1.968403, -0.436763], [2.103174, 2.045110, -2.159846], [-1.727136, 2.877342, -1.450243], [-0.986309, 2.379279, -2.973551], [-0.010058, 3.185589, -1.743774], [0.983370, -0.770947, 2.543582], [1.408228, 2.287577, 0.947246], [1.099962, 3.215404, 0.883794], [1.020648, -2.727748, 4.627346], [0.975223, -2.600590, 3.399852], [0.852801, -3.498295, 2.565263]],
  "forces_ev_per_a": [[0.64, -0.99, 0.30], [0.80, 0.35, -0.57], [0.64, 0.07, -0.53], [-0.37, 0.07, 0.07], [-1.18, 0.66, -0.68], [-0.72, -0.12, -0.18], [0.65, 0.04, -0.90], [0.04, 0.16, 0.11], [-0.22, -0.65, 0.63], [0.17, -0.18, 0.32], [-2.63, -2.04, 1.78], [0.43, 0.61, -0.52], [-0.51, 0.30, -0.05], [-0.11, 0.26, 0.22], [0.06, -0.11, 0.01], [0.03, 0.09, 0.02], [0.02, -0.02, -0.01], [0.35, -0.04, -0.07], [-0.22, 0.15, -0.22], [0.04, 0.28, 0.15], [0.06, 0.08, 0.06], [-0.03, -0.09, 0.08], [-0.02, 0.01, -0.08], [0.00, -0.03, -0.39], [0.46, 0.09, -0.09], [0.10, -0.26, -0.48], [0.03, 0.09, 0.07], [0.03, -0.10, -0.06], [-0.07, 0.09, 0.02], [0.35, -0.23, -0.10], [1.21, 2.50, 0.83], [-0.07, -0.90, 0.28], [-0.10, -2.02, -0.10], [0.24, 3.77, -0.76], [-0.07, -1.92, 0.85]]
}

# 2
{
  "formula": "C3H31NO11S",
  "method": "the ωB97M-V functional and the def2-TZVPD basis",
  "homo_lumo_gap_ev": 9.033,
  "de_lowest_kcal_mol": 10.0,
  "homo_energy_ev": -9.06,
  "e_tot_ha": -1413.46912,
  "spin_multiplicity": 1,
  "smiles": "CNCCS.O.O.O.O.O.O.O.O.O.O.O",
  "species": ["C", "N", "C", "C", "S", "H", "H", "H", "H", "H", "H", "H", "H", "H", "O", "H", "H", "O", "H", "H", "O", "H", "H", "O", "H", "H", "O", "H", "H", "O", "H", "H", "O", "H", "H", "O", "H", "H", "O", "H", "H", "O", "H", "H", "O", "H", "H"],
  "xyz": [[0.998693, -0.676448, -0.309510], [-0.381028, -0.318262, 0.015011], [-0.500666, 0.933964, 0.784632], [-1.945510, 1.106602, 1.246645], [-2.439250, 2.880273, 1.399625], [1.592206, -0.949410, 0.558413], [1.512440, 0.184666, -0.732592], [1.107740, -1.469773, -1.046979], [-0.814822, -0.234826, -0.897748], [0.122704, 0.816777, 1.673078], [-0.220059, 1.837380, 0.240068], [-2.626639, 0.786907, 0.466088], [-2.107323, 0.551373, 2.164867], [-1.191454, 3.360215, 1.454446], [0.836503, 1.238665, 3.550787], [1.089508, 0.334996, 3.351122], [0.262403, 1.233788, 4.315390], [-0.834656, -1.595796, -3.597954], [-0.622672, -0.722133, -3.257976], [-1.591683, -1.463261, -4.174050], [3.442465, -0.076268, 2.103791], [3.700158, 0.156168, 3.002354], [4.054695, -0.764612, 1.820365], [-0.969985, 2.901371, -3.321334], [-1.416587, 3.696410, -3.005945], [-0.119647, 2.939810, -2.839565], [1.003897, -3.580099, 0.477154], [0.718282, -3.851284, 1.352935], [0.168393, -3.182512, 0.180042], [0.214092, -1.656950, 2.883417], [-0.526767, -1.580134, 2.284911], [1.054682, -1.457667, 2.470319], [1.120614, 3.408640, -1.527003], [1.362824, 2.605929, -1.026386], [1.969293, 3.854956, -1.609685], [-0.851914, -4.225126, -2.218070], [-0.699888, -3.386965, -2.677966], [-0.400579, -4.193725, -1.368609], [2.268244, 1.840530, 0.408868], [1.594386, 1.699675, 1.083920], [2.974302, 1.210225, 0.606779], [-1.735931, -2.672759, 0.579632], [-2.411464, -3.032519, -0.003979], [-1.613242, -1.737709, 0.333504], [-2.180661, 0.842107, -2.127104], [-1.896795, 1.678359, -2.582482], [-3.069299, 0.728454, -2.483245]],
  "forces_ev_per_a": [[0.74, 0.58, -0.26], [0.19, -0.18, -0.25], [-0.61, -0.67, -0.28], [-0.11, 0.65, -0.33], [0.31, -0.39, 0.25], [-0.18, -0.19, 0.16], [0.03, -0.03, -0.22], [-0.52, -0.24, 0.18], [-0.59, 0.48, 0.19], [-0.19, 0.23, -0.28], [0.14, -0.10, -0.27], [0.04, -0.49, -0.04], [-0.22, 0.07, 0.13], [-0.01, 0.13, 0.13], [0.61, 0.73, -0.19], [-0.35, -0.33, 0.44], [-0.13, -0.30, 0.18], [0.22, -0.22, -0.04], [-0.19, 0.16, 0.04], [-0.05, 0.03, 0.01], [-0.04, -0.21, 0.02], [0.07, 0.08, -0.02], [-0.02, -0.05, 0.10], [0.00, 0.25, 0.11], [0.02, 0.03, -0.12], [0.01, 0.10, -0.01], [-0.32, -0.03, -0.12], [0.21, -0.23, 0.33], [0.05, 0.16, 0.04], [0.24, -0.07, 1.48], [0.12, 0.03, -0.76], [-0.18, -0.22, -0.77], [0.02, -0.37, -0.12], [0.09, 0.28, 0.10], [-0.07, 0.13, -0.07], [-0.25, -0.16, -0.09], [0.07, 0.05, 0.23], [0.16, 0.05, -0.19], [0.43, 0.54, -0.06], [0.33, 0.05, 0.13], [-0.21, 0.12, 0.25], [-0.20, -0.19, 0.10], [0.02, -0.05, -0.04], [0.30, 0.07, -0.08], [-0.30, 0.47, -0.53], [0.37, -0.45, 0.33], [-0.02, -0.31, 0.21]]
}

# 3
{
  "formula": "C4H13N2O",
  "method": "the ωB97M-V functional and the def2-TZVPD basis",
  "charge": 2,
  "homo_lumo_gap_ev": [9.891, 6.105],
  "de_lowest_kcal_mol": 57.8,
  "homo_energy_ev": [-19.14, -19.13],
  "e_tot_ha": -344.21234,
  "spin_multiplicity": 2,
  "species": ["C", "C", "C", "C", "N", "N", "H", "H", "H", "H", "H", "H", "H", "H", "H", "H", "H", "H", "H", "O"],
  "xyz": [[1.921452, 1.218726, -1.844584], [1.754021, 0.271297, -0.621670], [0.412926, -0.247682, -0.371481], [-0.103614, -1.437753, -0.898250], [-1.361951, -1.847113, -0.554505], [-0.493611, 0.593875, 0.403644], [1.065647, 1.878665, -1.957778], [2.696712, 1.924351, -1.548208], [2.212492, 0.733726, -2.763534], [2.167836, 0.687086, 0.299544], [2.386561, -0.611436, -0.799778], [0.494461, -1.973561, -1.636247], [-1.350905, -2.872767, -0.483485], [-2.120878, -1.653385, -1.221174], [-0.670402, 1.546522, 0.050006], [-0.218897, 0.703409, 1.405269], [-1.408678, 0.123031, 0.446820], [-1.248386, 0.435851, 3.811069], [-2.376966, 1.333724, 3.264808], [-1.513390, 0.963533, 3.049368]],
  "forces_ev_per_a": [[-0.06, 1.27, 0.62], [0.70, -1.63, 0.40], [0.15, 1.38, -1.02], [-0.49, 0.72, -0.27], [0.61, -1.17, -0.50], [-0.67, -0.68, 0.56], [-0.33, -0.20, -0.36], [0.32, -0.22, -0.13], [-0.22, -0.28, -0.10], [-0.22, 0.47, -0.03], [-0.05, 0.14, -0.12], [0.42, -0.57, 0.77], [-0.21, 0.04, -0.19], [-0.31, 0.70, 0.49], [0.48, -0.06, -0.23], [-0.22, 0.11, 0.05], [-0.13, 0.09, 0.30], [-0.11, 0.10, 0.18], [0.02, 0.07, 0.12], [0.33, -0.28, -0.54]]
}

# 4
{
  "formula": "C26H52N6O5S5",
  "method": "the ωB97M-V functional and the def2-TZVPD basis",
  "homo_lumo_gap_ev": 8.013,
  "homo_energy_ev": -8.03,
  "e_tot_ha": -3717.32676,
  "spin_multiplicity": 1,
  "species": ["C", "S", "O", "C", "H", "H", "H", "H", "H", "H", "C", "S", "O", "C", "H", "H", "H", "H", "H", "H", "C", "S", "O", "C", "H", "H", "H", "H", "H", "H", "C", "S", "O", "C", "H", "H", "H", "H", "H", "H", "C", "S", "O", "C", "H", "H", "H", "H", "H", "H", "C", "C", "N", "H", "H", "H", "C", "C", "N", "H", "H", "H", "C", "C", "N", "H", "H", "H", "C", "C", "N", "H", "H", "H", "N", "C", "C", "C", "C", "H", "H", "H", "H", "H", "N", "C", "C", "C", "C", "H", "H", "H", "H", "H"],
  "xyz": [[-3.326054, 0.817145, -3.667799], [-3.035102, 1.252144, -5.390038], [-4.380727, 1.321256, -5.996846], [-2.604647, 2.979652, -5.006502], [-2.471461, 1.034697, -3.026848], [-3.639149, -0.217454, -3.614032], [-4.116522, 1.478850, -3.297250], [-1.804746, 3.054762, -4.280938], [-3.526056, 3.337401, -4.533367], [-2.460426, 3.514366, -5.937363], [0.008825, -3.169023, -2.787364], [-0.938022, -2.778317, -4.258776], [-0.666984, -1.405826, -4.735080], [-0.025410, -3.857372, -5.364778], [-0.163452, -2.359064, -2.071970], [1.095129, -3.198431, -2.932854], [-0.276560, -4.093232, -2.280638], [-0.207422, -3.544460, -6.389345], [-0.304060, -4.899544, -5.226091], [1.042482, -3.718343, -5.181552], [-2.040204, -3.645481, 2.064979], [-2.164651, -4.175345, 0.357550], [-1.531035, -5.510570, 0.254092], [-3.957612, -4.249644, 0.194891], [-2.601724, -4.337995, 2.692961], [-2.444750, -2.636418, 2.128595], [-0.985764, -3.623213, 2.313907], [-4.347329, -3.239051, 0.148400], [-4.397226, -4.862685, 0.979826], [-4.098967, -4.707311, -0.783283], [2.978559, -1.386551, -0.434304], [3.970925, -2.864772, -0.320583], [4.890126, -2.694191, 0.837499], [2.621549, -3.903189, 0.211265], [3.468969, -0.433546, -0.598867], [2.256745, -1.244270, 0.363975], [2.446877, -1.570418, -1.384151], [2.914925, -4.934833, 0.373968], [1.851852, -3.950435, -0.576711], [2.075223, -3.474582, 1.053486], [-3.955104, 4.887294, 1.592410], [-2.435764, 4.467224, 0.758947], [-2.295197, 2.995586, 0.939850], [-2.812454, 4.772356, -0.984005], [-3.937576, 4.504827, 2.606627], [-4.862107, 4.477071, 1.126207], [-4.096350, 5.968819, 1.533774], [-1.909220, 4.746911, -1.571503], [-3.432875, 5.661160, -1.091590], [-3.494224, 3.946791, -1.222627], [-4.347913, -0.253467, 1.575164], [-3.864536, -0.568502, 0.236119], [-3.442619, -0.768078, -0.795569], [-4.351097, 0.825249, 1.697197], [-3.667280, -0.617862, 2.344357], [-5.348708, -0.653730, 1.722664], [-0.305202, 0.485609, -0.808857], [-0.215717, -0.461432, 0.280059], [-0.046901, -1.144765, 1.147427], [-0.927065, 1.304148, -0.409361], [-0.818586, 0.096863, -1.682825], [0.640846, 0.960111, -1.054427], [0.946286, 1.183496, 3.149261], [1.367502, 2.528352, 2.809300], [1.709228, 3.591533, 2.551865], [-0.097707, 0.976377, 2.926344], [1.235862, 0.996733, 4.184942], [1.458332, 0.399411, 2.587515], [0.962650, 4.781548, -0.668143], [0.835750, 3.846249, -1.780797], [0.710628, 3.115975, -2.662161], [0.113473, 4.664355, 0.002481], [0.960363, 5.811119, -1.019893], [1.863690, 4.606328, -0.085459], [3.659701, -2.219625, 3.590175], [2.294845, -2.066625, 3.552687], [1.861845, -1.820544, 4.837619], [3.017957, -1.842066, 5.679141], [4.112577, -2.079257, 4.870795], [4.285322, -2.300658, 2.799557], [1.784312, -1.999928, 2.606656], [0.850368, -1.588337, 5.129422], [2.919241, -1.672140, 6.739790], [5.149285, -2.214637, 5.116090], [4.267145, 2.684067, 0.529764], [3.805534, 1.504113, 1.017698], [4.807809, 0.890764, 1.723444], [5.932939, 1.767749, 1.681552], [5.569268, 2.878563, 0.966370], [3.777093, 3.279212, -0.098839], [2.796996, 1.260380, 0.728420], [4.776094, -0.116740, 2.095173], [6.964336, 1.688869, 1.997110], [6.120824, 3.728429, 0.604024]],
  "forces_ev_per_a": [[-0.09, 0.58, 0.32], [0.69, 0.20, 0.48], [-0.53, 0.02, -0.36], [-1.02, -0.31, 0.30], [0.26, -0.39, -0.26], [0.09, -0.12, 0.08], [-0.20, -0.21, -0.25], [0.47, -0.02, -0.21], [0.08, 0.19, -0.13], [0.31, 0.04, -0.03], [0.86, 0.52, 0.92], [-0.72, -0.85, -0.29], [0.43, 0.47, 0.37], [0.58, -0.02, -0.10], [-0.26, -0.04, -0.08], [-0.13, 0.04, -0.42], [-0.37, -0.06, -0.38], [-0.35, 0.03, 0.02], [-0.06, -0.02, 0.08], [-0.05, -0.07, 0.04], [-0.50, -0.19, -0.10], [0.67, 1.31, -0.53], [-0.37, -0.53, 0.12], [0.40, -0.65, -0.03], [0.13, 0.02, 0.12], [0.00, 0.02, 0.04], [0.09, -0.04, 0.06], [0.00, 0.12, 0.18], [-0.14, 0.04, -0.01], [-0.17, -0.09, 0.04], [-0.98, 0.16, -1.33], [0.37, 0.43, 0.38], [0.15, -0.14, 0.35], [-1.41, -0.13, -0.48], [0.88, -0.35, 0.13], [0.09, -0.36, 0.22], [-0.29, 0.12, 0.31], [0.40, 0.09, 0.25], [0.40, 0.12, -0.10], [0.47, -0.12, 0.26], [-1.26, 0.46, -0.93], [0.74, 0.17, 0.60], [0.08, -0.42, -0.34], [-1.72, -0.69, 0.79], [0.45, 0.18, 0.12], [0.40, -0.29, -0.20], [0.24, 0.03, 0.40], [0.17, 0.10, -0.12], [0.49, 0.35, -0.06], [0.35, -0.09, -0.33], [0.07, 0.16, 0.08], [-0.50, 0.52, 2.01], [0.71, -0.48, -1.86], [-0.16, 0.19, -0.12], [-0.03, -0.28, -0.14], [0.03, 0.00, 0.07], [-0.88, 1.08, 0.39], [-0.14, 2.43, -3.49], [0.34, -2.83, 3.40], [-0.01, -0.09, -0.24], [0.18, -0.22, -0.07], [0.22, -0.41, -0.10], [0.36, -0.68, 0.14], [-0.18, -0.23, -0.25], [-0.02, 0.32, -0.14], [-0.18, 0.43, 0.39], [-0.42, -0.05, 0.04], [0.38, 0.43, -0.12], [-0.14, 0.09, 0.10], [0.02, -0.08, -0.24], [0.00, 0.21, 0.33], [0.07, -0.09, 0.11], [0.08, -0.01, -0.15], [0.00, -0.07, 0.02], [0.06, 0.15, 0.34], [0.50, 0.39, 0.05], [0.59, -0.05, -0.36], [-0.66, 0.10, -0.31], [-0.75, -0.06, 0.43], [-0.25, -0.28, -0.35], [-0.15, -0.19, 0.09], [-0.02, -0.14, 0.04], [0.57, -0.11, 0.03], [0.11, 0.07, -0.02], [1.22, 0.26, 0.70], [-0.17, 0.18, -0.50], [0.17, -0.03, -0.21], [0.24, 0.70, -0.38], [-0.95, -0.32, -0.79], [-0.23, 0.28, -0.08], [-0.01, -0.46, 0.33], [-0.03, 0.01, 0.27], [-0.30, -0.54, 0.41], [0.13, 0.03, 0.21]]
}

Number 2 is which compound?
C3H31NO11S

What is the formula in the third record?
C4H13N2O